Density functional theory data (ωB97M-V with the def2-TZVPD basis set) for a structure of composition C32H25BN7O2W.

Values from the calculation:
* <S²>: 2.09
* spin multiplicity: 3
* net charge: +1
* highest occupied orbital energy (spin up / spin down): -10.81 / -11.32 eV
* Kohn-Sham gap (spin up / spin down): 6.42 / 6.36 eV

Geometry as XYZ:
```
68
Properties=species:S:1:pos:R:3:forces:R:3
W 0.748515 -0.099124 0.049295 0.63 -0.72 -0.36
O 0.383107 -1.714844 1.577811 0.07 0.17 -0.34
O 0.910734 1.561149 -0.888352 -0.16 -0.04 -0.05
N -1.055587 1.938864 1.257613 -0.07 -0.17 0.14
N 2.328745 -0.699251 -1.304306 0.09 -0.03 -0.22
N 2.282415 0.305926 1.486255 -0.01 -0.34 0.14
N 3.524132 -0.249424 1.497520 -0.02 0.22 -0.03
N -0.627935 0.712929 1.236042 -0.81 0.80 0.62
N -3.688533 -6.714967 -6.076896 0.03 0.06 0.06
N 3.617253 -0.349432 -1.059234 0.05 -0.08 0.09
C -1.514961 6.502230 -0.161949 0.00 0.05 -0.02
C -0.977156 -2.143581 -1.837866 -0.33 -0.14 0.06
C -1.245133 4.196997 0.583977 0.04 -0.13 -0.01
C 3.320803 -0.217567 -3.253616 0.06 0.01 -0.02
C 3.060344 0.345972 3.587596 0.03 0.02 0.05
C 2.148225 -0.608991 -2.637240 0.07 -0.09 0.01
C -2.119428 4.474081 1.645808 -0.02 -0.04 0.02
C 2.006934 0.665234 2.768987 0.09 0.05 -0.05
C 0.284655 2.706109 -0.670932 -0.33 0.00 0.32
C -2.624943 -0.512945 4.156134 -0.01 0.02 0.00
C 3.999926 -0.227932 2.731083 0.06 -0.04 0.07
C -2.081302 -1.780162 4.299475 -0.03 0.01 0.03
C -0.647441 2.874790 0.392916 0.04 0.28 -0.20
C -2.663898 -4.970937 -4.458322 0.02 -0.05 -0.05
C 0.693842 -3.116328 1.404710 0.04 -0.02 0.01
C -0.508203 -1.328438 -1.064100 0.52 0.20 0.05
C -3.235407 -5.941025 -5.358720 0.01 0.02 0.02
C -3.484898 -4.278857 -3.571485 -0.05 -0.01 0.00
C -1.290953 -4.732011 -4.481727 -0.01 -0.01 -0.01
C -2.671232 5.725116 1.786630 0.02 0.00 -0.01
C 4.223482 -0.063691 -2.208744 0.03 0.01 -0.14
C -0.642636 -1.373461 2.447469 0.08 -0.01 -0.04
C -2.374109 6.748862 0.875320 -0.03 0.02 0.02
C -1.179749 -0.098811 2.288351 0.06 0.03 0.01
C -1.081660 -2.219092 3.442760 -0.05 -0.09 0.07
C -0.743774 -3.801742 -3.619213 0.01 -0.01 0.01
C -1.561817 -3.104699 -2.724668 0.11 0.02 -0.05
C -0.018343 4.976151 -1.381249 -0.03 0.04 0.01
C 0.578106 3.764631 -1.543109 0.12 0.00 -0.13
C -2.935915 -3.350571 -2.707921 -0.03 0.04 0.04
C -0.934478 5.229568 -0.321300 0.05 -0.02 -0.01
C -2.174293 0.330844 3.153886 -0.05 -0.03 -0.07
B 4.370035 -0.712488 0.247599 -0.03 -0.10 -0.07
H 0.321776 -3.611693 -3.628858 -0.02 0.00 0.00
H -1.268138 7.282932 -0.871586 0.00 -0.02 0.02
H 5.404789 -0.099363 0.242535 -0.03 -0.07 0.04
H -2.431402 -2.437647 5.083618 0.00 0.01 -0.01
H -2.819391 7.727840 0.995078 0.01 -0.03 0.00
H -2.595357 1.314710 3.016642 0.00 0.01 0.04
H -3.566476 -2.805696 -2.018377 0.00 -0.01 -0.01
H 1.288701 3.573949 -2.336196 -0.02 0.02 0.00
H -3.341238 5.923419 2.613139 0.01 -0.01 -0.01
H 1.182741 -0.812103 -3.068407 -0.03 0.02 0.04
H -4.548299 -4.474266 -3.566497 0.00 0.01 0.01
H -0.223194 -3.674063 1.230714 -0.05 0.01 -0.03
H 1.215729 -3.479924 2.285988 0.02 0.00 0.04
H -3.405568 -0.178584 4.824941 0.00 0.00 0.00
H 4.518026 -1.910211 0.318879 -0.05 0.06 0.01
H -2.348451 3.694056 2.356601 -0.02 0.02 0.00
H 4.990646 -0.604939 2.934393 -0.04 0.03 -0.03
H 1.083460 1.153574 3.024970 -0.07 -0.03 -0.03
H 3.148352 0.516994 4.646709 0.02 0.01 -0.05
H 1.338769 -3.179246 0.536221 0.06 0.03 -0.05
H -0.656440 -3.204770 3.566121 0.00 0.03 -0.01
H 0.212506 5.780760 -2.069206 -0.01 0.00 0.02
H 5.267690 0.203930 -2.221387 -0.03 -0.03 0.04
H 3.498647 -0.074017 -4.305846 -0.01 0.01 0.06
H -0.665319 -5.274693 -5.176478 0.01 0.00 0.01
```
Forces are in eV/Å.

***

Density functional theory data (ωB97M-V with the def2-TZVPD basis set) for a structure of composition C32H25F4N8OSr.

Values from the calculation:
* net charge: -1
* highest occupied orbital energy: -4.66 eV
* Kohn-Sham gap: 5.90 eV

Geometry as XYZ:
```
71
Properties=species:S:1:pos:R:3:forces:R:3
Sr -0.292681 -0.816897 -0.455989 -0.06 -0.42 0.23
F 3.246495 3.615888 3.769143 0.01 -0.01 0.00
F 4.951141 0.086517 1.151991 0.00 -0.01 0.00
F 2.602075 -0.096508 -0.116505 0.00 0.00 0.03
F 0.918385 3.454571 2.587282 -0.02 -0.03 -0.02
O -2.075766 -2.496614 -0.033083 0.02 0.28 0.14
N 1.122095 -0.738916 3.388711 0.00 0.01 0.02
N 0.780816 -1.281406 2.331375 0.17 -0.08 -0.04
N -6.244736 -4.410511 0.491500 0.01 0.00 0.00
N -3.114741 -3.201409 -0.165906 -0.03 -0.10 -0.12
N -3.958945 -1.261797 2.598501 -0.03 -0.02 0.00
N 0.501674 1.408106 0.466083 -0.12 0.16 0.08
N 1.413693 -2.588567 0.579007 0.12 -0.10 0.03
N -2.245351 0.989005 -0.848906 0.07 0.28 0.04
C -2.051567 1.059979 4.093818 0.03 -0.01 -0.01
C -1.578176 2.028804 4.972340 0.01 0.00 0.00
C 1.423447 0.361933 -5.926215 0.00 0.00 0.00
C -1.180161 0.130547 3.553223 -0.03 0.05 0.02
C -0.623240 2.322004 0.554827 -0.03 0.04 0.16
C -3.346447 0.988032 0.110533 0.01 -0.05 0.08
C -0.423910 -1.120485 -6.317936 0.00 0.00 0.00
C 0.481861 -1.229464 -2.849950 0.03 0.04 -0.30
C 0.489163 -0.915311 -4.035957 0.00 -0.03 -0.01
C -4.093394 -3.006852 0.700807 0.00 0.03 0.06
C 1.761132 -2.175920 1.792430 -0.05 -0.06 -0.12
C 3.815617 -3.345290 1.705742 0.00 0.02 0.05
C 4.182454 1.868262 2.502123 -0.02 -0.04 -0.04
C -0.237424 2.054948 5.331470 0.01 0.02 0.02
C 1.428487 0.707758 -7.267795 -0.01 0.00 -0.01
C 0.509361 0.143475 -8.142887 0.00 0.00 0.00
C 1.621183 1.655934 1.139112 0.08 -0.04 0.01
C 0.164400 0.170748 3.909706 -0.10 0.00 -0.02
C 3.468470 -3.772328 0.432717 -0.01 -0.01 -0.03
C 0.496635 -0.559854 -5.424533 0.03 0.00 0.00
C 0.636142 1.112622 4.814114 0.01 0.00 -0.01
C -5.275013 -3.794836 0.571446 -0.04 -0.03 -0.02
C -0.416187 -0.771931 -7.659065 0.00 0.01 -0.01
C 2.754805 0.838468 0.856961 -0.04 -0.02 -0.03
C -1.437186 2.219599 -0.723751 -0.27 0.12 -0.23
C 3.113323 2.692176 2.789378 -0.03 0.05 0.04
C 2.950602 -2.527786 2.410873 -0.02 0.02 0.03
C 3.956198 0.929552 1.503458 0.01 0.04 0.03
C -4.017733 -2.045405 1.756308 0.05 0.00 0.00
C -2.783123 0.905006 -2.205874 0.08 -0.06 -0.01
C 2.254491 -3.364882 -0.096969 0.03 -0.03 0.04
C 1.892503 2.612950 2.151971 0.02 0.01 0.04
H -1.137660 -1.218203 -8.332970 0.00 0.00 0.00
H 2.154982 1.422914 -7.634746 0.00 0.00 0.01
H 4.131586 -4.396531 -0.149665 0.00 0.00 0.00
H -1.965317 0.872005 -2.927031 0.00 0.00 -0.01
H -0.746965 2.240922 -1.571384 0.05 -0.01 0.04
H -4.002682 0.141452 -0.087404 0.02 0.00 -0.01
H -3.427133 1.768637 -2.431248 -0.01 -0.01 -0.02
H -0.333446 3.368957 0.680046 0.09 -0.01 -0.15
H 5.127276 1.951835 3.014857 0.00 0.00 0.00
H -3.368633 -0.008215 -2.314157 -0.01 0.00 0.01
H 1.946078 -3.642161 -1.097772 0.00 0.01 0.00
H 2.138943 0.799256 -5.242086 0.00 0.00 0.00
H 4.762353 -3.634738 2.143392 0.00 0.00 -0.01
H -1.143207 -1.834659 -5.938830 0.00 0.00 0.00
H 0.514175 0.414391 -9.191318 0.00 0.00 0.00
H -2.986129 0.883563 1.132507 0.03 0.01 -0.02
H -3.099112 1.007466 3.827351 -0.01 0.00 0.03
H -1.548962 -0.632198 2.881326 0.02 -0.02 0.02
H 0.132376 2.813541 6.008769 -0.01 0.00 0.00
H 1.687453 1.114478 5.072210 0.00 -0.01 -0.01
H 3.177830 -2.144966 3.394435 0.02 0.00 0.00
H -2.259367 2.762384 5.385078 0.00 0.00 0.00
H -2.099731 3.095916 -0.836073 -0.04 -0.03 0.11
H -1.262019 2.102505 1.422569 -0.01 0.06 -0.01
H -3.933585 1.917521 0.046548 -0.02 -0.02 -0.05
```
Forces are in eV/Å.

***

Density functional theory data (ωB97M-V with the def2-TZVPD basis set) for a structure of composition C32H25F9IrN2O6S4.

Values from the calculation:
* net charge: -1
* highest occupied orbital energy: -5.16 eV
* Kohn-Sham gap: 7.46 eV

Geometry as XYZ:
```
79
Properties=species:S:1:pos:R:3:forces:R:3
Ir -0.538672 0.480081 -0.299131 0.43 -0.42 0.16
S 1.443800 3.023211 -0.854458 -0.12 0.17 0.34
S -3.099626 -0.563193 -3.173449 -0.01 -0.04 -0.02
S -1.620675 -3.888534 -0.125011 0.04 0.02 -0.04
S -3.769492 -2.024712 2.098119 0.12 0.00 0.02
F 3.330977 -2.128541 1.211205 -0.01 0.00 0.00
F 2.273313 -2.827277 2.966044 0.01 -0.02 0.02
F 3.030455 -0.252271 3.274882 0.02 0.00 0.01
F -0.501595 -2.298753 2.552829 -0.12 0.00 0.00
F 3.026063 0.607325 1.296060 0.01 0.02 0.00
F 0.467200 -1.021927 3.996765 -0.02 0.00 0.02
F -0.807021 -0.156249 2.482139 -0.07 0.00 -0.04
F 1.504549 -3.251609 0.995516 0.02 0.02 0.02
F 1.516908 1.185870 2.734319 0.01 0.09 -0.03
O 1.930490 2.082068 -1.854976 0.46 0.39 0.02
O -2.900410 3.652779 -0.218106 -0.01 0.03 0.00
O 0.946135 4.288052 -1.338082 0.04 -0.04 0.03
O 0.931489 -0.769850 0.447887 -0.16 -0.13 0.10
O -1.616426 -1.163345 -0.840619 0.10 -0.30 0.40
O -1.974420 1.753251 -0.927590 -0.03 0.08 -0.13
N 0.417697 2.297601 0.120859 -0.19 -0.09 -0.15
N 0.379146 0.047904 -2.053541 -0.85 0.16 -0.35
C 6.301312 4.581019 2.437288 0.00 0.00 0.00
C -2.427884 -5.379632 -0.340129 -0.02 0.00 0.00
C 4.128467 3.371298 -0.436615 -0.01 -0.05 0.04
C 0.104403 -1.123524 2.707234 0.00 0.00 -0.04
C 2.868648 3.415667 0.137524 0.07 0.08 -0.15
C 2.713257 3.837289 1.448438 -0.05 -0.02 -0.02
C 0.376506 -2.296865 -2.778178 -0.02 -0.04 0.04
C 1.297206 -0.982563 1.720815 0.13 0.09 -0.09
C -4.308223 -0.743536 3.088911 -0.01 0.01 0.00
C -3.011127 -3.005073 -0.601148 -0.04 -0.02 -0.03
C -3.483412 -0.970917 0.769133 0.03 -0.03 0.02
C -5.622022 -0.264591 -2.993383 0.00 0.00 0.00
C -4.597874 -0.132552 -3.879201 -0.02 0.00 0.00
C -4.040484 -3.835271 -0.933140 -0.01 -0.02 0.04
C -3.837612 -0.936794 -1.672526 0.05 0.02 -0.01
C -4.296485 0.444823 2.422538 0.01 0.00 0.02
C 3.082670 -2.481632 -2.172648 -0.01 -0.01 0.00
C 2.235667 0.153578 2.265085 -0.03 -0.04 -0.02
C 2.105662 -2.320524 1.729852 0.02 -0.02 -0.04
C -3.837572 0.310281 1.085656 0.03 0.07 -0.02
C 2.407994 -1.294066 -1.951218 0.05 0.03 0.03
C 3.824463 4.207153 2.186210 -0.03 -0.02 0.01
C 5.235788 3.740445 0.313834 0.00 0.00 0.01
C -3.707190 -5.208321 -0.778942 0.01 -0.01 -0.01
C -5.181297 -0.729206 -1.720982 -0.01 0.04 0.01
C -1.967962 2.875967 -0.250770 -0.13 -0.06 -0.11
C -0.713194 3.114920 0.585688 0.16 0.08 0.11
C 2.409965 -3.580354 -2.693075 0.01 -0.01 -0.01
C 5.100642 4.164170 1.631037 0.02 0.00 -0.01
C 1.060295 -3.484796 -2.995238 0.00 0.00 0.00
C 1.057413 -1.212910 -2.254763 0.04 0.11 0.07
C -2.945215 -1.481935 -0.564293 -0.06 0.16 -0.25
H -4.607947 -0.931016 4.107625 0.00 0.00 0.00
H -6.649172 -0.022006 -3.227037 0.00 0.00 0.00
H 1.016264 0.845318 -2.209154 0.14 -0.12 0.07
H -0.504316 4.182738 0.586710 0.00 0.02 -0.02
H -5.827289 -0.877447 -0.866508 0.00 0.00 -0.01
H -0.383067 0.135451 -2.725521 -0.02 -0.16 0.02
H -1.912643 -6.309011 -0.155221 0.00 0.00 0.00
H -4.607700 1.384367 2.856848 0.00 0.00 0.01
H -3.804207 1.121143 0.371965 0.04 0.00 0.00
H -4.998506 -3.473291 -1.278424 0.00 0.00 0.00
H 7.216523 4.147286 2.034534 0.00 0.00 0.00
H 2.937810 -4.511752 -2.855491 0.00 0.00 0.00
H 3.700206 4.517778 3.217490 0.00 0.00 0.00
H -4.382690 -6.024144 -0.996033 0.00 0.00 0.00
H -0.683344 -2.220408 -2.976510 -0.01 0.00 0.00
H 4.132682 -2.553495 -1.920152 0.00 0.00 0.00
H 6.417238 5.667453 2.429712 0.00 0.00 0.00
H 6.223509 3.690153 -0.130589 -0.01 0.00 0.00
H 2.910219 -0.437646 -1.519497 -0.02 0.00 -0.01
H 4.236996 3.028474 -1.456339 0.00 0.00 -0.01
H 1.728336 3.845037 1.895423 -0.01 0.00 0.03
H 0.526035 -4.340341 -3.388116 0.00 0.00 0.00
H 6.204671 4.268361 3.477443 0.00 0.00 0.00
H -0.948728 2.817996 1.617065 0.03 0.03 -0.03
H -4.643606 0.225585 -4.894886 0.00 0.00 0.00
```
Forces are in eV/Å.

***

In the order shown, the computed energy above the lowest of the compared OMol25 structures with the same formula, charge and spin values come out to 0.0000; 0.0000; 0.6400 eV.
In the order shown, the computed maximum force values come out to 1.30; 0.48; 0.93 eV/A.